{
  "formula": "C3H9O3",
  "method": "ωB97M-V with the def2-TZVPD basis set",
  "charge": -1,
  "de_lowest_kcal_mol": 10.14,
  "e_homo_ev": -3.401,
  "multiplicity": 1,
  "species": ["O", "O", "O", "C", "C", "C", "H", "H", "H", "H", "H", "H", "H", "H", "H"],
  "positions_angstrom": [[0.947165, -1.455706, 0.544249], [-0.478364, 2.517385, -0.010668], [2.172501, -0.794928, -1.539321], [0.142853, 1.199755, 0.184664], [-0.410013, -1.280601, 0.630613], [-0.920533, 0.135608, 0.237709], [1.570950, -1.168021, -2.191245], [0.785161, 1.062234, -0.669146], [-0.939186, -2.037515, 0.006225], [0.736531, 1.252665, 1.086483], [-1.391874, 2.483830, 0.281582], [-1.585550, 0.451080, 1.043427], [1.653311, -1.036242, -0.589907], [-1.537768, 0.146543, -0.661094], [-0.745184, -1.476086, 1.646428]],
  "forces_ev_per_angstrom": [[0.08, 0.27, 0.11], [0.31, -0.10, -0.09], [-0.34, -0.04, 0.55], [-0.66, 0.84, -0.54], [0.84, -0.34, -0.80], [-0.24, -0.09, 0.75], [0.08, -0.01, 0.02], [0.39, -0.11, -0.12], [-0.26, 0.17, -0.03], [0.14, -0.25, 0.24], [0.01, -0.23, 0.11], [-0.42, 0.09, 0.18], [0.12, -0.11, -0.68], [0.23, -0.03, -0.33], [-0.27, -0.06, 0.62]]
}


{
  "formula": "C53H52BFN3O26",
  "method": "ωB97M-V with the def2-TZVPD basis set",
  "charge": 1,
  "de_lowest_kcal_mol": 176.24,
  "e_homo_ev": -10.862,
  "multiplicity": 1,
  "species": ["F", "O", "O", "O", "O", "O", "O", "O", "O", "O", "O", "O", "O", "O", "O", "O", "O", "O", "O", "O", "O", "O", "O", "O", "O", "O", "O", "N", "N", "N", "C", "C", "C", "C", "C", "C", "C", "C", "C", "C", "C", "C", "C", "C", "C", "C", "C", "C", "C", "C", "C", "C", "C", "C", "C", "C", "C", "C", "C", "C", "C", "C", "C", "C", "C", "C", "C", "C", "C", "C", "C", "C", "C", "C", "C", "C", "C", "C", "C", "C", "C", "C", "C", "B", "H", "H", "H", "H", "H", "H", "H", "H", "H", "H", "H", "H", "H", "H", "H", "H", "H", "H", "H", "H", "H", "H", "H", "H", "H", "H", "H", "H", "H", "H", "H", "H", "H", "H", "H", "H", "H", "H", "H", "H", "H", "H", "H", "H", "H", "H", "H", "H", "H", "H", "H", "H"],
  "positions_angstrom": [[0.521431, -4.159267, -4.507967], [-7.770571, -8.284329, 9.296183], [0.582726, 3.289332, -4.539003], [4.987106, 6.455028, -1.454126], [9.798854, 1.903711, 3.721446], [5.791526, 2.999060, -11.584801], [4.374183, 1.940356, -2.104354], [9.086733, 0.990623, -0.836983], [4.096933, 5.442889, -7.940889], [5.156047, 11.150564, -1.267743], [-6.893012, -4.568661, 8.250168], [-12.563750, -6.236129, 11.262019], [-9.539296, -6.939497, 7.728795], [3.511571, 1.517860, -11.446952], [7.472895, 3.294837, 3.968805], [-6.379729, -1.874359, 4.428760], [-6.647697, -6.704567, 6.580879], [7.547119, 10.960112, -2.552378], [6.802204, 2.457729, -0.609796], [-10.754127, -7.505576, 12.850468], [1.856576, 3.906068, -7.747021], [2.068524, 5.414814, -5.370315], [-3.288273, -0.276963, 1.931880], [-6.223314, -4.010098, 2.749108], [5.832105, 4.116579, -2.866679], [1.174956, -1.604702, -0.573648], [7.429965, 6.259061, -2.665963], [-1.874444, -1.098016, -2.118167], [-0.087502, -2.278594, -3.191587], [-0.671556, -3.120596, -0.991216], [-1.930805, -3.385517, -0.227019], [7.833576, 2.761525, 2.771177], [6.903006, 7.476998, -2.353523], [5.011919, 4.261166, -9.762582], [2.996316, 1.457120, 0.989735], [7.558444, 8.605580, -2.637506], [8.739346, 1.547925, 0.356411], [9.117294, 2.004403, 2.717582], [-6.600427, -5.603336, 6.063558], [2.623367, 2.663773, -9.589400], [-2.818402, -2.092150, 0.096956], [2.785993, 3.656126, -8.711636], [2.434538, 2.557482, -3.293179], [5.664549, 9.933635, -1.601654], [1.782502, -0.871127, 0.524482], [-9.848085, -7.072372, 8.900425], [4.850781, 3.266513, -10.638403], [-11.106471, -6.555550, 9.447103], [0.497646, -2.795219, -0.122358], [6.984291, 9.910616, -2.294847], [-6.648879, -3.159216, 6.386362], [-6.436578, -5.420442, 4.617501], [7.470103, 2.328124, 0.404457], [-6.372710, -4.196093, 4.090580], [4.555492, 3.945797, -3.311246], [-7.425303, -2.365756, -1.387308], [2.292317, -2.508101, -3.898566], [-5.090991, -3.551451, -0.664077], [-0.851766, -2.188065, -2.097776], [3.990144, 4.534823, -8.747078], [-6.723452, -1.002194, -1.078062], [5.568894, 7.502472, -1.683925], [-8.925029, -7.788826, 9.825498], [-4.349514, -2.200212, -0.394314], [-11.398732, -6.707986, 10.740798], [9.506283, 1.400583, 1.438597], [-6.716489, -4.383964, 6.913835], [-6.461066, -2.977265, 4.943988], [-2.584822, -2.590054, 2.953772], [1.866981, 3.442395, -4.114910], [-2.138195, -0.826251, -0.675752], [-9.215080, -7.938470, 11.119615], [-6.566365, -3.646998, -1.140910], [0.962961, -3.301254, -3.422301], [2.613258, 4.636203, -4.605063], [-5.243707, -0.918339, -0.599930], [3.819260, 2.736617, -2.842091], [3.987867, 4.828788, -4.136285], [5.006634, 8.806769, -1.320119], [7.068507, 2.911371, 1.687066], [-10.463014, -7.400726, 11.671976], [1.965839, 0.662353, 0.020476], [3.634052, 2.405005, -10.620506], [-2.880211, -1.656800, 1.663873], [-1.605470, -3.920969, 0.745479], [1.957188, -1.529850, -4.384908], [0.940856, 1.165229, 0.138024], [3.935343, 0.840092, 1.189818], [-7.794356, -8.045650, 8.347018], [6.771168, 5.594712, -2.364721], [8.375240, 1.240621, -1.457691], [-7.354173, -0.065113, -1.253952], [-6.906836, -5.537480, 8.379235], [-2.722541, -0.035166, 2.709025], [0.408179, 4.054535, -5.122252], [2.789370, -1.382257, 0.747387], [6.136199, 3.460073, 1.711759], [4.047530, 8.810387, -0.819492], [-2.527305, -3.713545, 2.729032], [-7.090263, -4.648373, -1.364561], [1.169609, -3.981342, -2.533780], [1.753752, 2.020508, -9.576146], [-0.232618, -1.579860, -3.948424], [-6.729269, -2.266396, 6.992095], [-3.334724, -2.392539, 3.812858], [5.888878, 4.894746, -9.766194], [2.528743, 1.710904, 1.999801], [2.787180, -3.145702, -4.702430], [-2.490265, -4.203588, -0.823720], [4.511368, 5.708782, -4.486016], [1.241114, -3.682999, -0.144043], [-6.371539, -6.312947, 4.009649], [5.815628, 11.801832, -1.578352], [6.016162, 3.349269, -2.285068], [8.524487, 8.602569, -3.124155], [2.201825, 4.671776, -7.241691], [8.188404, 3.049961, 4.588555], [-8.507136, -2.436693, -1.772484], [-6.204769, -3.040558, 2.622195], [-12.537075, -6.469229, 12.210963], [-2.732595, -1.562672, -2.499247], [2.294895, 0.621068, -1.070719], [5.441862, 2.240180, -12.091776], [1.126336, -0.805981, 1.468239], [10.430578, 0.839010, 1.416852], [-2.750810, 0.136624, -0.548861], [3.311113, 2.416425, 0.429529], [1.904921, 1.686395, -2.932446], [2.971380, -2.277878, -3.014043], [-1.156233, -0.624772, -0.095735], [0.166065, -2.667514, 0.965145], [-8.552825, -8.454339, 11.802130], [-11.775231, -6.053148, 8.761199], [-4.849236, 0.141147, -0.404804], [-1.561997, -2.243787, 3.382043], [-4.542356, -4.554198, -0.522737]],
  "forces_ev_per_angstrom": [[0.48, 1.62, 1.86], [-1.16, 0.77, -0.11], [1.24, 0.64, 0.10], [0.26, 0.12, -0.07], [-0.45, 0.20, -0.08], [-1.22, -0.22, 0.67], [-0.03, 0.24, -0.28], [-0.84, 0.72, 0.79], [-0.30, -0.35, 0.00], [0.95, -0.88, -0.55], [0.21, -0.42, -1.36], [1.26, -0.64, 0.06], [0.25, -0.12, 0.21], [0.33, 0.27, 0.08], [0.84, -0.76, -0.94], [0.11, -0.37, -0.26], [0.03, 0.31, 0.18], [-0.41, -0.06, 0.23], [0.39, -0.10, -0.09], [-0.22, 0.19, -0.37], [1.25, 0.19, -0.69], [-0.24, -0.35, 0.22], [2.34, -2.34, -0.01], [-0.03, 0.45, 1.17], [-1.39, -1.29, -0.22], [-1.21, -0.80, 1.16], [-1.01, 1.14, 0.74], [1.39, -3.47, 1.26], [-0.79, -0.69, 1.34], [-0.51, 2.92, -1.25], [-0.79, -1.30, 0.42], [-0.84, 0.76, 1.00], [1.09, -0.98, -0.52], [-0.15, 0.19, 0.31], [-0.02, -0.05, -0.93], [-0.05, 0.42, 0.02], [0.78, -0.73, -0.82], [0.74, -0.45, -0.08], [-0.01, -0.57, -0.45], [0.15, -0.19, -0.26], [-0.74, 1.06, -1.08], [-1.23, -0.28, 0.62], [0.36, -0.07, 0.17], [-0.97, 0.94, 0.56], [0.88, 1.55, -0.05], [-0.67, 0.37, -0.28], [1.21, 0.20, -0.69], [0.29, -0.06, -0.32], [1.72, -0.59, 0.62], [0.77, -0.13, -0.41], [0.07, 0.26, -0.37], [0.01, -0.20, 0.25], [-0.52, 0.45, 0.39], [0.11, -0.46, -1.20], [1.17, 0.77, 0.07], [4.43, 0.08, 1.58], [-1.01, -0.41, -0.25], [-1.38, 2.03, -0.45], [-0.18, 0.06, -0.36], [0.72, 0.45, -0.12], [1.28, -3.18, 0.06], [-0.61, 0.24, 0.37], [1.17, -0.70, 0.10], [-4.22, -0.32, -1.28], [-1.28, 0.65, -0.04], [0.03, 0.06, 0.32], [-0.22, 0.37, 1.40], [-0.14, 0.54, 0.65], [0.53, 0.04, 0.46], [-1.37, -0.66, -0.12], [-0.21, 0.42, 1.99], [-0.20, 0.07, 0.25], [0.63, 3.37, 0.14], [1.49, -0.09, -1.23], [0.69, 0.66, -0.04], [-1.59, -2.49, -0.67], [-0.35, -0.51, 0.21], [-0.34, 0.10, -0.23], [-0.02, -0.45, -0.03], [-0.14, -0.11, -0.53], [0.53, -0.40, 0.47], [0.06, -0.80, 1.23], [-0.65, -0.40, 0.06], [-1.22, 1.23, 0.91], [-0.48, 0.95, -1.60], [0.61, -1.28, 0.64], [1.42, -0.70, -0.55], [-1.22, 0.81, -0.39], [0.12, -0.09, 0.05], [0.19, 0.09, -0.32], [0.17, -0.08, 0.03], [1.32, -1.36, 0.43], [-0.01, 0.14, 0.07], [-1.27, 0.03, -0.54], [-0.05, -0.15, 0.02], [-1.44, 0.93, -0.07], [0.04, 0.01, 0.00], [0.03, 0.01, -0.02], [-0.07, 1.64, 0.48], [1.30, 1.65, 0.55], [-0.73, 1.13, -1.13], [0.01, 0.04, -0.02], [0.12, -0.61, 0.92], [0.00, -0.04, -0.02], [1.08, -0.35, -1.50], [-0.04, -0.02, -0.01], [0.52, -0.29, -1.48], [-0.45, 0.85, 1.29], [0.69, 1.59, 0.93], [-0.02, -0.04, -0.02], [-1.12, 1.29, 0.03], [-0.02, 0.02, 0.02], [-0.12, -0.03, 0.05], [0.14, 0.09, 0.17], [-0.03, -0.01, 0.01], [-0.20, 0.01, -0.02], [-0.11, 0.09, -0.02], [2.01, 0.19, 0.76], [-0.06, -0.12, -0.08], [-0.07, 0.06, -0.11], [0.52, 0.76, 0.02], [-0.29, 0.27, 1.63], [0.10, 0.12, 0.01], [0.81, -0.60, -1.36], [-0.02, 0.03, -0.01], [0.84, -1.72, -0.35], [-0.47, -1.47, 1.14], [-0.02, 0.05, -0.04], [-0.94, -0.40, -1.24], [-1.32, -0.15, -1.42], [0.13, -0.15, -1.50], [-0.02, 0.02, -0.02], [0.02, -0.01, 0.03], [-0.57, -1.94, -0.24], [-1.40, -0.72, -0.58], [-0.97, 1.84, -0.18]]
}


{
  "formula": "C16H18ClNO2S",
  "method": "ωB97M-V with the def2-TZVPD basis set",
  "de_lowest_kcal_mol": 0.48,
  "e_homo_ev": -8.118,
  "multiplicity": 1,
  "smiles": "Cc1cc(OCCCC(=O)NCc2cccs2)ccc1Cl",
  "species": ["Cl", "S", "O", "O", "N", "C", "C", "C", "C", "C", "C", "C", "C", "C", "C", "C", "C", "C", "C", "C", "C", "H", "H", "H", "H", "H", "H", "H", "H", "H", "H", "H", "H", "H", "H", "H", "H", "H", "H"],
  "positions_angstrom": [[3.764883, 3.220828, 0.778842], [-3.123022, 2.497867, 0.878566], [0.608850, -1.297374, -1.211811], [0.523274, -1.185358, 1.931358], [-1.614382, -1.248700, 1.229285], [3.461377, 0.639331, 0.089719], [-3.234115, 1.648345, -1.533036], [-1.925625, 0.096464, 1.645428], [2.754425, -0.457850, -0.372008], [-2.641392, 0.606252, -0.779949], [-3.545810, 2.726961, -0.775330], [2.852290, 1.874962, 0.181838], [0.836563, 0.952516, -0.666680], [1.425664, -0.308583, -0.744300], [1.119789, -3.314930, 0.106947], [0.861576, 3.392934, -0.095132], [1.071529, -2.630001, -1.262480], [-0.218850, -3.190972, 0.834796], [1.523758, 2.055741, -0.198097], [-0.377278, -1.776035, 1.375013], [-2.511436, 0.911452, 0.539142], [-0.157861, 3.347491, -0.468486], [2.051847, -2.685357, -1.751855], [-2.334694, -1.763290, 0.749591], [-2.309965, -0.319771, -1.215278], [-1.045298, -3.454613, 0.173563], [4.492118, 0.526109, 0.387936], [0.842973, 3.722729, 0.942954], [1.880391, -2.848634, 0.734820], [-3.998096, 3.650219, -1.077424], [-2.618227, 0.081329, 2.498743], [3.256172, -1.410125, -0.425268], [0.342225, -3.140136, -1.901031], [-0.979398, 0.535444, 1.985105], [-0.191348, 1.051542, -0.976285], [1.379578, -4.363700, -0.044151], [-0.226048, -3.867600, 1.692299], [1.417020, 4.135888, -0.665863], [-3.413443, 1.588609, -2.591494]],
  "forces_ev_per_angstrom": [[0.17, 0.20, 0.10], [0.07, -0.40, -0.43], [-0.12, 0.18, 0.06], [0.30, 0.02, 0.15], [-0.50, 0.24, -0.10], [-0.06, 0.15, 0.02], [-0.10, 0.22, -0.05], [0.17, 0.03, 0.36], [-0.16, -0.26, -0.15], [-0.02, -0.09, 0.28], [0.05, 0.09, 0.28], [-0.04, -0.25, -0.06], [0.06, -0.27, -0.05], [0.16, 0.42, -0.03], [-0.19, 0.30, -0.19], [0.00, -0.02, -0.03], [0.24, -0.47, 0.06], [0.41, 0.13, 0.02], [0.10, -0.03, 0.02], [-0.27, -0.45, -0.02], [-0.18, 0.29, 0.06], [-0.10, 0.00, -0.02], [-0.10, 0.03, -0.01], [0.16, -0.07, 0.01], [0.12, -0.19, -0.01], [-0.07, -0.05, 0.01], [0.08, 0.02, 0.03], [-0.02, 0.09, 0.04], [0.04, -0.12, 0.00], [-0.10, 0.18, -0.12], [0.15, 0.04, -0.08], [0.01, -0.12, 0.01], [0.14, 0.03, 0.05], [-0.19, -0.07, 0.00], [-0.10, 0.04, -0.03], [0.04, 0.00, -0.01], [-0.09, 0.03, 0.00], [-0.01, 0.10, 0.00], [-0.05, 0.03, -0.18]]
}